This record from OMol25 describes a structure of composition C36H39AsBaCl3N6O3PS. The level of theory is wB97M-V/def2-TZVPD.

```
91
Properties=species:S:1:pos:R:3:forces:R:3:lowdin_charge:R:1
Ba -0.446 -0.110 0.823 0.7 -0.1 0.4 1.737
N -1.203 1.450 5.294 0.1 -0.1 0.0 0.070
C -0.707 1.459 4.034 0.0 0.0 0.0 -0.903
S 0.676 0.483 3.732 0.1 0.0 0.0 0.474
N -1.409 2.250 3.226 -0.1 0.1 -0.1 -0.029
N -0.960 2.342 1.962 -0.2 0.1 -0.1 -0.092
C -1.709 3.006 1.137 0.2 0.1 -0.1 -0.238
C -3.009 3.637 1.485 -0.1 0.1 -0.1 -0.191
C -3.159 4.491 2.576 0.0 0.0 0.0 -0.030
C -4.388 5.072 2.846 0.0 0.0 0.0 -0.076
C -5.488 4.799 2.044 0.0 0.0 0.0 -0.091
C -5.351 3.949 0.958 0.0 0.0 0.0 -0.083
C -4.117 3.381 0.678 0.0 0.0 0.0 -0.048
C -1.218 3.174 -0.263 0.0 -0.1 0.0 -0.237
C -1.502 4.340 -0.977 0.0 0.0 0.0 -0.005
C -1.004 4.491 -2.258 0.0 -0.1 0.0 -0.051
C -0.243 3.470 -2.814 0.0 0.1 0.0 -0.058
C -0.020 2.339 -2.051 0.0 0.0 0.0 -0.151
N -0.493 2.188 -0.816 -0.1 0.1 0.1 -0.007
H -0.869 0.746 5.927 0.0 0.0 0.0 0.073
H -2.109 1.862 5.439 0.0 0.0 0.0 0.097
H -2.310 4.685 3.215 0.0 0.0 0.0 0.110
H -4.490 5.737 3.694 0.0 0.0 0.0 0.103
H -6.448 5.248 2.266 0.0 0.0 0.0 0.100
H -6.203 3.729 0.326 0.0 0.0 0.0 0.100
H -4.010 2.732 -0.184 0.0 0.0 0.0 0.103
H -2.093 5.116 -0.511 0.0 0.0 0.0 0.121
H -1.204 5.396 -2.816 0.0 0.0 0.0 0.110
H 0.169 3.542 -3.811 0.0 0.0 0.0 0.104
H 0.560 1.509 -2.444 0.0 0.0 0.0 0.108
N 3.776 -0.873 2.334 0.0 0.1 0.0 0.098
C 4.154 -2.066 1.731 0.0 -0.1 0.0 -0.317
C 5.083 -2.892 2.373 0.0 0.0 0.0 -0.039
C 5.521 -4.060 1.785 0.0 0.0 0.0 -0.088
C 5.047 -4.444 0.536 0.0 0.0 0.0 -0.096
C 4.129 -3.635 -0.106 0.0 0.0 0.0 -0.102
C 3.675 -2.444 0.464 0.0 0.0 0.0 -0.300
P 2.483 -1.359 -0.388 0.1 0.0 0.1 1.042
C 1.592 -2.504 -1.489 -0.1 0.0 0.1 -0.400
C 1.452 -2.292 -2.854 0.1 0.0 -0.1 -0.092
C 0.636 -3.121 -3.612 0.0 0.0 0.0 -0.089
C -0.056 -4.159 -3.010 0.0 0.0 0.0 -0.105
C 0.062 -4.364 -1.641 0.1 0.0 0.0 -0.074
C 0.877 -3.541 -0.882 -0.1 0.0 -0.1 -0.106
C 3.522 -0.364 -1.509 0.0 0.0 0.0 -0.367
C 4.448 -0.937 -2.383 0.0 0.0 0.0 -0.091
C 5.213 -0.139 -3.215 0.0 0.0 0.0 -0.080
C 5.064 1.244 -3.182 0.0 0.0 0.0 -0.086
C 4.155 1.822 -2.310 0.0 0.0 0.0 -0.079
C 3.384 1.021 -1.474 0.0 0.0 0.0 -0.112
H 2.869 -0.515 2.068 0.0 0.0 0.0 -0.004
H 3.886 -0.857 3.336 0.0 0.0 0.0 0.095
H 5.453 -2.603 3.350 0.0 0.0 0.0 0.110
H 6.236 -4.682 2.309 0.0 0.0 0.0 0.103
H 5.382 -5.364 0.076 0.0 0.0 0.0 0.098
H 3.737 -3.936 -1.070 0.0 0.0 0.0 0.101
H 1.982 -1.476 -3.335 0.0 -0.1 0.0 0.101
H 0.546 -2.953 -4.679 0.0 0.0 0.0 0.101
H -0.686 -4.810 -3.604 0.0 0.0 0.0 0.100
H -0.485 -5.164 -1.158 0.0 0.0 0.0 0.109
H 0.934 -3.688 0.189 0.0 0.0 0.1 0.105
H 4.573 -2.014 -2.407 0.0 0.0 0.0 0.105
H 5.930 -0.591 -3.888 0.0 0.0 0.0 0.103
H 5.664 1.867 -3.833 0.0 0.0 0.0 0.101
H 4.046 2.898 -2.266 0.0 0.0 0.0 0.105
H 2.705 1.488 -0.769 0.0 0.0 0.0 0.066
Cl -1.992 -4.935 3.004 0.0 0.0 0.0 0.594
C -2.511 -3.283 3.348 0.0 0.0 0.0 -1.505
Cl -2.123 -2.878 5.031 0.0 0.0 0.0 0.602
Cl -4.266 -3.176 3.101 0.0 0.0 0.0 0.585
C -1.766 -2.236 2.447 0.0 -0.2 0.0 -0.926
O -0.704 -2.598 1.921 0.0 -0.1 0.0 -0.183
O -2.315 -1.120 2.364 -0.3 0.1 0.0 -0.246
C -3.199 0.438 -3.016 -0.1 0.0 0.0 -0.189
As -2.941 -1.031 -1.802 -0.4 0.0 -0.2 0.960
C -3.454 -2.646 -2.698 0.0 0.0 0.0 -0.192
C -4.150 -0.775 -0.330 0.0 0.1 0.0 -0.186
O -1.372 -1.096 -1.313 0.1 0.0 -0.1 -0.725
H -4.228 0.471 -3.370 0.0 0.0 0.0 0.042
H -2.518 0.317 -3.857 0.0 0.0 0.0 0.045
H -2.954 1.364 -2.495 0.0 0.0 0.0 0.024
H -4.506 -2.608 -2.979 0.0 0.0 0.0 0.041
H -3.277 -3.475 -2.015 0.0 0.0 0.0 0.046
H -2.828 -2.773 -3.579 0.0 0.0 0.0 0.036
H -5.168 -0.664 -0.702 0.0 0.0 0.0 0.048
H -3.871 0.122 0.224 0.0 0.0 0.0 0.030
H -4.082 -1.619 0.355 0.0 0.0 0.0 0.026
N 2.919 2.328 1.758 0.0 -0.1 0.0 0.024
H 2.158 2.001 2.354 0.0 0.0 0.0 -0.091
H 3.237 3.203 2.160 0.0 0.0 -0.1 0.010
H 3.677 1.662 1.882 0.0 0.0 0.0 -0.008
```
Positions in Å, forces in eV/Å.

The calculation puts the calculated total energy at -6331.0332 Eh. The HOMO energy is -7.321 eV. As for the molecular weight: 985.4 g mol⁻¹. The maximum force comes out at 0.0169 Eh/bohr. As for the spin multiplicity: 1. Its charge is 0.



This record from OMol25 describes a structure of composition C36H39AsF6FeN6O2. The level of theory is wB97M-V/def2-TZVPD.

```
91
Properties=species:S:1:pos:R:3:forces:R:3:lowdin_charge:R:1
Fe -0.182 -1.147 -1.407 0.0 0.1 -0.2 0.890
N 0.905 2.320 -1.708 0.0 0.1 0.0 0.055
C 2.329 2.678 -1.644 0.0 0.0 0.0 -0.349
C 3.110 1.731 -0.740 0.0 0.0 0.0 -0.105
C 3.245 0.288 -1.225 0.1 0.0 -0.2 -0.332
N 2.033 -0.530 -0.996 -0.3 0.0 0.2 0.034
C 3.688 0.244 -2.690 0.0 0.1 0.0 -0.085
C 2.946 1.199 -3.621 0.0 0.1 0.0 -0.256
N 1.540 0.731 -3.852 0.0 0.1 0.2 0.202
C 2.909 2.627 -3.064 0.0 -0.1 0.0 -0.092
H 0.527 2.006 -0.823 0.0 0.0 0.0 0.074
H 0.955 1.106 -3.055 0.1 -0.1 -0.2 0.085
H 0.338 3.110 -2.001 0.0 0.0 0.0 0.103
H 2.463 3.689 -1.245 0.0 0.0 0.0 0.142
H 2.717 1.759 0.281 -0.1 0.0 0.0 0.123
H 4.125 2.133 -0.683 0.0 0.0 0.1 0.131
H 4.054 -0.156 -0.636 0.0 0.0 -0.1 0.146
H 1.795 -0.466 -0.008 0.1 0.0 0.0 0.070
H 2.270 -1.508 -1.154 0.1 0.0 0.0 0.063
H 3.645 -0.779 -3.074 0.0 0.0 0.0 0.128
H 4.738 0.544 -2.727 0.0 0.0 0.0 0.135
H 3.440 1.195 -4.592 0.0 0.0 0.0 0.155
H 1.436 -0.292 -3.879 0.0 0.0 -0.1 0.103
H 1.140 1.078 -4.724 0.0 0.1 0.0 0.151
H 2.337 3.280 -3.729 0.0 0.0 0.0 0.127
H 3.932 3.009 -3.055 0.0 0.0 0.0 0.132
C 2.651 1.138 8.621 0.0 0.0 0.0 -0.053
O 2.858 0.251 7.526 0.0 0.0 0.0 -0.058
C 1.863 -0.578 7.181 0.0 0.0 0.0 -0.271
C 2.136 -1.428 6.096 0.0 0.0 0.0 0.021
C 1.187 -2.310 5.651 0.0 0.0 0.0 -0.003
C -0.070 -2.362 6.283 -0.1 0.0 0.0 -0.295
C -0.317 -1.551 7.394 0.0 0.0 0.0 0.001
C 0.633 -0.653 7.838 0.0 0.0 0.0 0.003
N -1.082 -3.225 5.914 0.0 0.1 0.1 0.115
N -1.057 -3.887 4.843 -0.1 -0.1 0.0 0.114
C -0.881 -3.485 3.606 0.1 -0.1 0.0 -0.220
C -0.612 -4.537 2.663 0.0 0.0 -0.1 0.038
C -0.186 -4.292 1.404 0.0 0.0 0.1 0.039
C -0.048 -2.941 0.950 0.0 0.0 0.1 -0.285
O 0.397 -2.661 -0.173 0.0 -0.2 -0.1 -0.063
C -0.478 -1.843 1.839 0.0 0.0 0.0 -0.131
N -0.434 -0.618 1.290 0.0 0.0 0.0 0.119
C -0.852 0.395 2.029 0.0 0.0 0.1 -0.113
C -1.383 0.233 3.311 0.0 0.0 0.0 -0.003
C -1.426 -1.022 3.869 0.0 0.0 0.0 0.026
C -0.919 -2.104 3.137 0.0 0.1 0.0 -0.071
H 3.550 1.740 8.687 0.0 0.0 0.0 0.098
H 2.515 0.581 9.550 0.0 0.0 0.0 0.102
H 1.789 1.783 8.442 0.0 0.0 0.0 0.098
H 3.117 -1.380 5.643 0.0 0.0 0.0 0.127
H 1.416 -2.986 4.837 0.0 0.0 0.0 0.120
H -1.269 -1.644 7.899 0.0 0.0 0.0 0.125
H 0.421 -0.035 8.698 0.0 0.0 0.0 0.111
H -0.715 -5.549 3.031 0.0 0.0 0.0 0.132
H 0.054 -5.082 0.707 0.0 0.0 0.0 0.135
H -0.791 1.383 1.589 0.0 0.0 0.0 0.103
H -1.764 1.092 3.845 0.0 0.0 0.0 0.119
H -1.860 -1.173 4.847 0.0 0.0 0.0 0.118
C -5.111 4.135 -1.607 0.0 0.0 0.0 -0.084
C -4.279 4.080 -0.499 0.0 0.0 0.0 -0.085
C -3.328 3.077 -0.404 0.0 0.0 0.0 -0.057
C -3.170 2.119 -1.408 0.0 0.0 0.0 -0.208
C -4.023 2.183 -2.514 0.0 0.0 0.0 -0.021
C -4.981 3.180 -2.607 0.0 0.0 0.0 -0.068
C -2.132 1.084 -1.199 0.0 0.0 0.1 -0.117
C -1.517 0.250 -2.054 -0.2 -0.1 -0.1 -0.199
C -1.796 0.289 -3.514 0.1 0.1 0.1 -0.315
C -1.382 1.380 -4.283 -0.1 0.0 0.0 -0.106
C -1.590 1.410 -5.656 0.0 0.0 0.0 -0.086
C -2.218 0.344 -6.286 0.0 0.0 0.0 -0.079
C -2.634 -0.745 -5.531 0.0 0.0 0.0 -0.063
C -2.421 -0.774 -4.162 0.0 0.0 0.0 -0.060
H -5.863 4.908 -1.687 0.0 0.0 0.0 0.104
H -4.375 4.813 0.291 0.0 0.0 0.0 0.103
H -2.686 3.034 0.471 0.0 0.0 0.0 0.097
H -3.953 1.447 -3.300 0.0 0.0 0.0 0.107
H -5.635 3.208 -3.468 0.0 0.0 0.0 0.108
H -1.835 1.031 -0.154 -0.1 0.0 -0.1 0.040
H -0.931 2.233 -3.787 -0.1 0.0 0.0 0.101
H -1.282 2.274 -6.232 0.0 0.0 0.0 0.104
H -2.384 0.362 -7.354 0.0 0.0 0.0 0.105
H -3.116 -1.585 -6.014 0.0 0.0 0.0 0.112
H -2.730 -1.640 -3.587 0.0 0.0 0.0 0.117
F 0.367 -1.624 -4.003 0.0 0.0 0.0 -0.281
As 0.644 -3.379 -3.823 0.2 -0.4 0.0 0.757
F -0.587 -3.279 -2.552 0.1 0.2 -0.1 -0.266
F 1.827 -2.894 -2.606 0.0 0.0 0.0 -0.269
F 0.930 -5.023 -3.474 -0.1 0.1 0.0 -0.200
F 1.877 -3.285 -5.013 -0.1 0.0 0.0 -0.217
F -0.562 -3.708 -4.985 0.0 0.1 0.1 -0.199
```
Positions in Å, forces in eV/Å.

The calculation puts the calculated total energy at -5972.7944 Eh. The expectation value of S² is 8.81. The HOMO energy (spin up / spin down) is -10.034 / -10.189 eV. As for the molecular weight: 832.5 g mol⁻¹. The maximum force comes out at 0.0077 Eh/bohr. As for the spin multiplicity: 6. Its charge is +1.



Results for relative energy (zero: lowest compared OMol25 entry of this formula, charge and spin): 76.6 0.0 (in kJ/mol, following the order of the records).